(i)
This record from OMol25 describes a cluster of 2 separate species, C2O4S in total. The level of theory is ωB97M-V/def2-TZVPD.

Properties
HOMO level   -9.31 eV
2S+1   1
HOMO-LUMO gap   0.3087 Eh
SMILES string   O=S1#CO1.O=C=O

Last column: Mulliken charge in e.
Atoms and positions in Å:
O 0.58433 1.22926 -1.48225  -0.4139
S 1.83103 0.55094 -1.16451  0.4274
C 1.53514 -0.91045 0.05748  0.1444
O 2.07677 -0.01617 0.69960  -0.1583
O -1.24595 -1.13565 0.74594  -0.3720
C -2.03190 -0.29669 0.65407  0.7144
O -2.74942 0.57876 0.48967  -0.3419


(ii)
This record from OMol25 describes a cluster of 2 separate species, C2O4S in total. The level of theory is ωB97M-V/def2-TZVPD.

Properties
HOMO level   -9.08 eV
2S+1   1
HOMO-LUMO gap   0.2973 Eh

Last column: Mulliken charge in e.
Atoms and positions in Å:
C -1.02407 0.91285 -0.09350  0.5088
C 1.61661 -0.31023 0.29196  0.7774
O -0.87708 1.99552 -0.40237  -0.2327
O 1.51701 0.65530 -0.32394  -0.4225
O 1.62748 -1.23869 0.94950  -0.3242
O -1.18172 -1.46491 -0.73973  -0.5332
S -1.67824 -0.54983 0.31808  0.2265


Stability verdict: (ii), ahead by 1.394 eV


(i)
This record from OMol25 describes a cluster of 3 separate species, CH3NO2S2 in total. The level of theory is ωB97M-V/def2-TZVPD.

Properties
HOMO level (alpha / beta)   -8.67 / -8.67 eV
2S+1   1
HOMO-LUMO gap (alpha / beta)   0.2713 / 0.2711 Eh
SMILES string   O=C=O.N=S.S

Last column: Mulliken charge in e.
Atoms and positions in Å:
O -2.57544 -2.18606 0.51686  -0.3871
C -1.43318 -2.20538 0.52088  0.8013
O -0.29776 -2.28783 0.51202  -0.3882
N -1.14519 0.12856 0.69237  -0.2438
S -2.26496 1.04598 1.10730  0.0038
H -0.26789 0.65994 0.40600  0.2005
S 2.06284 1.40148 -1.07118  -0.3256
H 3.40741 1.26475 -0.61852  0.1699
H 2.51418 2.17857 -2.06573  0.1693


(ii)
This record from OMol25 describes a structure of composition CH3NO2S2. The level of theory is ωB97M-V/def2-TZVPD.

Properties
HOMO level   -9.41 eV
2S+1   1
HOMO-LUMO gap   0.3546 Eh

Last column: Mulliken charge in e.
Atoms and positions in Å:
C 0.10488 1.08350 0.10768  -0.5150
N -0.14933 -1.26355 -0.28192  -0.3078
O -2.36457 -0.35887 0.62774  -0.4726
O 2.25712 -0.52914 0.67262  -0.5492
S -1.41271 -0.07491 -0.36825  0.4390
S 1.25672 -0.21430 -0.37436  0.4547
H 0.19508 1.82843 -0.58335  0.3113
H 0.26882 1.62354 1.02479  0.3654
H -0.15601 -2.09471 -0.82495  0.2742


Stability verdict: (i), ahead by 1.192 eV


(i)
This record from OMol25 describes a cluster of 11 separate species, H22O11 in total. The level of theory is ωB97M-V/def2-TZVPD.

Properties
HOMO level (alpha / beta)   -14.56 / -13.41 eV
2S+1   2
Charge   +1
HOMO-LUMO gap (alpha / beta)   0.4153 / 0.0827 Eh

Last column: Mulliken charge in e.
Atoms and positions in Å:
O -3.63595 -0.04075 -2.18959  -0.5984
H -3.95167 0.75173 -2.62378  0.3312
H -3.37805 0.25117 -1.31523  0.2891
O -3.15056 1.51895 1.70366  -0.6624
H -2.30708 1.18782 2.01208  0.3063
H -3.71560 1.49261 2.47584  0.3201
O -2.45316 -1.31486 1.50542  -0.5562
H -2.06984 -1.31095 2.38251  0.3097
H -3.39691 -1.36795 1.65621  0.2873
O 3.39377 1.22376 0.33210  -0.6514
H 2.86731 0.74618 -0.30898  0.2754
H 3.61735 2.04534 -0.10523  0.3049
O 3.72215 -1.49989 0.97857  -0.4867
H 2.78902 -1.67469 0.85630  0.3118
H 3.79589 -0.54668 0.93184  0.4425
O 0.04083 0.17941 -3.48882  -0.4937
H 0.11534 0.05018 -2.54331  0.3547
H -0.06415 -0.70318 -3.84413  0.3670
O 1.11741 0.94266 2.49864  -0.6347
H 1.53471 0.45441 1.78891  0.3253
H 1.11929 0.33713 3.23997  0.3045
O 2.90577 -0.65346 -1.65201  -0.5233
H 3.44645 -1.41446 -1.86361  0.2840
H 2.45182 -0.44695 -2.46902  0.2637
O -0.30695 0.09878 -0.80790  -0.4705
H 0.38182 -0.35412 -0.32136  0.3153
H -1.11877 -0.16031 -0.37196  0.2122
O -1.63434 2.77454 -0.33419  -0.2865
H -2.28297 2.43349 0.28159  0.4382
H -0.98721 2.07373 -0.41373  0.3762
O 0.66288 -2.08596 0.63422  -0.6028
H 0.38492 -2.53910 1.43022  0.2685
H 0.10657 -2.44868 -0.05512  0.2788


(ii)
This record from OMol25 describes a cluster of 11 separate species, H22O11 in total. The level of theory is ωB97M-V/def2-TZVPD.

Properties
HOMO level (alpha / beta)   -14.27 / -13.86 eV
2S+1   2
Charge   +1
HOMO-LUMO gap (alpha / beta)   0.4047 / 0.1085 Eh

Last column: Mulliken charge in e.
Atoms and positions in Å:
O -2.08973 3.20276 0.51581  -0.6147
H -1.33373 2.72479 0.85675  0.3724
H -2.38762 3.73725 1.25189  0.3179
O -0.24650 2.12429 2.32512  -0.6595
H 0.13715 1.57794 1.63915  0.3120
H 0.36398 2.85554 2.41901  0.3368
O -1.85772 -1.07693 -3.23922  -0.4260
H -0.97919 -0.71635 -3.35926  0.4348
H -2.32189 -0.41324 -2.72903  0.3562
O -1.86960 -2.21644 0.27591  -0.4718
H -1.83490 -1.58715 0.99635  0.3997
H -2.29207 -1.74000 -0.43876  0.4008
O 4.37997 -1.62916 0.01202  -0.6120
H 3.48978 -1.48770 0.33417  0.2764
H 4.37253 -1.27491 -0.87718  0.3282
O 0.78125 -2.29846 -0.48880  -0.4354
H 0.78775 -3.00529 -1.13423  0.3081
H -0.00250 -2.46022 0.03636  0.3635
O -2.67544 0.42522 -0.60976  -0.5535
H -1.80385 0.62845 -0.27025  0.3136
H -3.27700 0.80750 0.02915  0.3430
O -0.88426 -0.89677 2.52243  -0.6257
H -0.01683 -0.71240 2.16215  0.2770
H -0.72976 -1.04720 3.45503  0.3049
O 0.27063 0.42663 -0.21243  -0.4769
H 0.02513 -0.04705 -1.00716  0.2433
H 1.15300 0.11541 -0.01047  0.1834
O 2.74578 1.38402 1.96486  -0.5991
H 3.46158 1.01415 1.44809  0.2993
H 2.54097 0.70727 2.61006  0.3291
O 0.56705 0.11490 -3.17025  -0.6607
H 0.49403 1.04158 -3.39865  0.3281
H 1.03209 -0.27836 -3.90871  0.3068


Stability verdict: (ii), ahead by 0.475 eV


(i)
This record from OMol25 describes a cluster of 2 separate species, CHN3OS in total. The level of theory is ωB97M-V/def2-TZVPD.

Properties
HOMO level   -10.24 eV
2S+1   1
HOMO-LUMO gap   0.3931 Eh

Last column: Mulliken charge in e.
Atoms and positions in Å:
C 1.94347 1.41757 0.39779  0.5988
N -1.58056 -0.74989 -0.48221  0.7016
N -1.94422 0.05855 -1.16932  -0.3695
N -0.77464 -1.31550 0.21118  -0.5507
O 2.84591 0.91398 0.91575  -0.3228
S 0.62329 1.94494 -0.28076  -0.2816
H -1.11325 -2.26964 0.40757  0.2244


(ii)
This record from OMol25 describes an isolated molecule of CHN3OS. The level of theory is ωB97M-V/def2-TZVPD.

Properties
HOMO level   -10.28 eV
2S+1   1
HOMO-LUMO gap   0.3872 Eh
SMILES string   Sc1nnno1

Last column: Mulliken charge in e.
Atoms and positions in Å:
S -2.00603 -0.27730 -0.00258  -0.1930
C -0.27148 -0.19268 -0.01081  0.6113
N 0.40244 0.93596 -0.01901  -0.2722
N 1.72264 0.55565 -0.00258  -0.1938
N 1.84479 -0.76339 0.01380  0.0028
O 0.55551 -1.28126 -0.01894  -0.1426
H -2.24787 1.02303 0.04013  0.1876


Stability verdict: (i), ahead by 0.944 eV


(i)
This record from OMol25 describes a cluster of 2 separate species, CHBrClNO in total. The level of theory is ωB97M-V/def2-TZVPD.

Properties
HOMO level   -10.17 eV
2S+1   1
HOMO-LUMO gap   0.3505 Eh
SMILES string   N#CCl.OBr

Last column: Mulliken charge in e.
Atoms and positions in Å:
N 0.99505 -0.99848 -0.78758  -0.4802
C 2.08626 -0.89044 -0.44649  0.5068
Cl 3.51579 -1.03060 0.36666  -0.0289
O 0.06154 0.83555 1.04633  -0.5043
Br 0.82338 2.08718 -0.17450  0.0858
H -0.15194 0.02224 0.50801  0.4208


(ii)
This record from OMol25 describes a cluster of 2 separate species, CHBrClNO in total. The level of theory is ωB97M-V/def2-TZVPD.

Properties
HOMO level   -9.88 eV
2S+1   1
HOMO-LUMO gap   0.3496 Eh
SMILES string   [O-][N+]#CCl.Br

Last column: Mulliken charge in e.
Atoms and positions in Å:
O -2.18058 -0.05046 -0.97532  -0.5664
N -1.21234 -0.45706 -0.41047  0.5270
C -0.60221 -0.99071 0.44662  0.0811
Cl 0.86536 -1.65891 0.86097  -0.0368
Br 1.19347 2.09520 0.48297  -0.2048
H 1.93631 1.06194 -0.40478  0.1998


(iii)
This record from OMol25 describes a cluster of 2 separate species, CHBrClNO in total. The level of theory is ωB97M-V/def2-TZVPD.

Properties
HOMO level   -9.74 eV
2S+1   1
HOMO-LUMO gap   0.3687 Eh
SMILES string   [O-][N+]#CCl.Br

Last column: Mulliken charge in e.
Atoms and positions in Å:
O -0.72807 4.12176 1.47212  -0.6076
N -0.68150 3.75067 0.35220  0.5289
C -0.92775 3.18917 -0.64056  0.1614
Cl -0.89317 2.48198 -2.10372  -0.0759
Br 0.15064 0.04041 0.97449  -0.2342
H -0.04956 0.92081 2.19882  0.2273


Stability verdict: (i), ahead by 1.017 eV


(i)
This record from OMol25 describes a structure of composition C3H5BaO3. The level of theory is ωB97M-V/def2-TZVPD.

Properties
HOMO level   -8.92 eV
2S+1   1
Charge   +1
HOMO-LUMO gap   0.1259 Eh

Last column: Mulliken charge in e.
Atoms and positions in Å:
H -1.98472 1.65826 1.21422  0.2023
O 1.12009 0.11228 0.29632  -0.5739
C 1.02295 -0.91873 -0.51788  0.7964
C -0.46853 0.67950 0.53483  -0.9896
O 2.00023 -1.68125 -0.55878  -0.7953
O -0.15292 -1.16370 -0.97181  -0.2658
C -1.12092 -0.12790 -0.59288  -0.1736
Ba 3.88791 -0.36709 0.55006  1.7351
H -0.29201 1.72441 0.26810  0.2593
H -0.67669 0.27399 1.52797  0.2793
H -1.31948 0.47268 -1.48335  0.2654
H -2.01592 -0.66244 -0.26680  0.2604


(ii)
This record from OMol25 describes a structure of composition C3H5BaO3. The level of theory is ωB97M-V/def2-TZVPD.

Properties
HOMO level   -9.82 eV
2S+1   1
Charge   +1
HOMO-LUMO gap   0.1718 Eh

Last column: Mulliken charge in e.
Atoms and positions in Å:
H -1.38056 2.48761 0.94371  0.4450
O 0.54670 0.00401 1.34640  -0.1848
C -0.72422 0.29030 1.01922  -0.2996
C 1.28594 -0.46721 0.20658  -0.3216
O -0.77718 1.68595 0.44996  -0.6610
O -0.99266 -0.46217 -0.18850  -0.3031
C 0.20479 -1.15847 -0.60664  -0.3294
H 2.06338 -1.14795 0.56579  0.2861
H 1.72984 0.38425 -0.32592  0.2050
H 0.08898 -2.21600 -0.34321  0.2336
H 0.33233 -1.04745 -1.68781  0.2473
Ba -2.37734 1.64713 -1.37958  1.6823


Stability verdict: (ii), ahead by 0.413 eV